Version 1
DFT (ωB97M-V/def2-TZVPD) results for the ion C3H11N2S2 with charge +1.

Last columns: bonded neighbours and bond lengths (Å).
CARTESIAN COORDINATES (ANGSTROEM)
1 C -1.608 1.580 0.293  C2 1.556, H8 1.044, H9 1.051, H10 1.057
2 C -1.271 0.287 -0.503  C1 1.556, C3 1.591, H11 1.086, H12 1.174
3 C 0.101 -0.073 0.218  C2 1.591, N4 1.370, N5 1.742, S6 1.880
4 N 0.226 -0.534 1.502  C3 1.370, H13 1.055, H14 1.029
5 N 0.477 -1.466 -0.759  C3 1.742, H15 1.088, H16 1.010, H17 1.072
6 S 1.431 1.208 -0.133  C3 1.880, S7 2.133
7 S 3.184 0.042 0.211  S6 2.133, H18 1.273
8 H -1.579 1.295 1.297  C1 1.044
9 H -0.891 2.298 0.022  C1 1.051
10 H -2.575 1.777 -0.088  C1 1.057
11 H -1.219 0.424 -1.579  C2 1.086
12 H -2.112 -0.532 -0.473  C2 1.174
13 H -0.605 -0.660 2.140  N4 1.055
14 H 1.158 -0.373 1.907  N4 1.029
15 H -0.069 -2.396 -0.617  N5 1.088
16 H 0.249 -1.456 -1.742  N5 1.010
17 H 1.545 -1.534 -0.693  N5 1.072
18 H 3.556 0.114 -1.004  S7 1.273

Net charge: +1
Kohn-Sham gap (Ha): 0.3607
Structure (SMILES): CC[C@@](N)([NH3+])SS
E_LUMO (eV): -3.78

---

Version 2
DFT (ωB97M-V/def2-TZVPD) results for a cluster of 2 separate species, C3H11N2S2 in total.

Last columns: bonded neighbours and bond lengths (Å).
CARTESIAN COORDINATES (ANGSTROEM)
1 C -0.930 -1.501 0.466  C2 1.636, H8 1.091, H9 1.157, H10 1.162
2 C -0.896 -0.404 -0.746  C1 1.636, C3 1.464, H11 1.139, H12 1.153
3 C -1.089 0.905 -0.119  C2 1.464, N4 1.325, N5 1.331
4 N -2.298 1.443 -0.178  C3 1.325, H13 0.971, H14 1.029
5 N -0.015 1.332 0.541  C3 1.331, H15 1.033, H17 1.058
6 S 4.547 0.145 0.335  S7 2.069, H18 1.284
7 S 2.623 -0.110 -0.381  S6 2.069, H16 1.368
8 H 0.039 -1.624 0.954  C1 1.091
9 H -1.765 -1.264 1.231  C1 1.157
10 H -1.112 -2.490 -0.115  C1 1.162
11 H -1.551 -0.679 -1.637  C2 1.139
12 H 0.103 -0.614 -1.280  C2 1.153
13 H -2.963 1.054 -0.768  N4 0.971
14 H -2.690 2.249 0.328  N4 1.029
15 H 0.877 0.813 0.497  N5 1.033
16 H 1.926 -0.884 0.507  S7 1.368
17 H 0.050 2.369 0.741  N5 1.058
18 H 5.144 -0.740 -0.379  S6 1.284

Net charge: +1
Kohn-Sham gap (Ha): 0.3543
E_LUMO (eV): -3.36

---

On energetic grounds, version 2 is preferred over the next structure by 0.0422 hartree.

---

Version 1
DFT (ωB97M-V/def2-TZVPD) results for a cluster of 2 separate species, C6H14Cl in total.

Last columns: bonded neighbours and bond lengths (Å).
CARTESIAN COORDINATES (ANGSTROEM)
1 Cl 0.576 2.074 4.148  no bonds
2 H 1.055 1.631 0.158  C3 1.100
3 C 1.298 0.560 0.084  H2 1.100, C4 1.538, H9 1.099, H10 1.093
4 C 0.055 -0.307 -0.178  C3 1.538, C5 1.528, C7 1.540, H11 1.101
5 C -0.472 -0.183 -1.607  C4 1.528, C6 1.521, H12 1.097, H13 1.097
6 C 0.472 -0.681 -2.690  C5 1.521, H14 1.092, H15 1.093, H16 1.097
7 C -1.086 0.059 0.789  C4 1.540, C8 1.518, H17 1.100, H18 1.103
8 C -0.757 -0.189 2.250  C7 1.518, H19 1.097, H20 1.105, H21 1.105
9 H 2.049 0.419 -0.706  C3 1.099
10 H 1.765 0.292 1.035  C3 1.093
11 H 0.308 -1.365 -0.004  C4 1.101
12 H -1.401 -0.763 -1.670  C5 1.097
13 H -0.720 0.871 -1.785  C5 1.097
14 H -0.027 -0.675 -3.662  C6 1.092
15 H 1.356 -0.041 -2.759  C6 1.093
16 H 0.796 -1.712 -2.499  C6 1.097
17 H -1.282 1.136 0.679  C7 1.100
18 H -2.001 -0.489 0.509  C7 1.103
19 H -1.614 0.010 2.905  C8 1.097
20 H -0.367 -1.205 2.442  C8 1.105
21 H -0.004 0.558 2.561  C8 1.105

2S+1: 2
Kohn-Sham gap (spin up / spin down) (Ha): 0.4471 / 0.2655
E_LUMO (spin up / spin down) (eV): 1.14 / -3.79

---

Version 2
DFT (ωB97M-V/def2-TZVPD) results for a cluster of 2 separate species, C6H14Cl in total.

Last columns: bonded neighbours and bond lengths (Å).
CARTESIAN COORDINATES (ANGSTROEM)
1 Cl 4.571 -0.156 2.221  no bonds
2 H 0.274 -0.109 1.151  C3 1.113
3 C -0.141 -0.035 0.121  H2 1.113, C4 1.525, C5 1.529, C7 1.528
4 C -0.348 -1.413 -0.499  C3 1.525, H9 1.102, H10 1.095, H11 1.096
5 C -1.466 0.727 0.147  C3 1.529, C6 1.517, H12 1.093, H13 1.096
6 C -2.574 0.089 0.963  C5 1.517, H14 1.095, H15 1.092, H16 1.095
7 C 0.893 0.771 -0.663  C3 1.528, C8 1.518, H17 1.098, H18 1.095
8 C 2.288 0.171 -0.668  C7 1.518, H19 1.097, H20 1.099, H21 1.092
9 H -0.707 -1.321 -1.536  C4 1.102
10 H 0.614 -1.937 -0.493  C4 1.095
11 H -1.101 -1.952 0.087  C4 1.096
12 H -1.278 1.739 0.515  C5 1.093
13 H -1.814 0.840 -0.886  C5 1.096
14 H -3.415 0.790 0.976  C6 1.095
15 H -2.906 -0.856 0.529  C6 1.092
16 H -2.239 -0.106 1.987  C6 1.095
17 H 0.536 0.884 -1.694  C7 1.098
18 H 0.929 1.772 -0.221  C7 1.095
19 H 2.927 0.904 -1.176  C8 1.097
20 H 2.672 -0.019 0.344  C8 1.099
21 H 2.286 -0.780 -1.204  C8 1.092

2S+1: 2
Kohn-Sham gap (spin up / spin down) (Ha): 0.4418 / 0.2447
E_LUMO (spin up / spin down) (eV): 1.23 / -4.13

---

On energetic grounds, version 1 is preferred over the next structure by 0.0041 hartree.